The following is a DFT calculation (ωB97M-V/def2-TZVPD) of a molecular structure, C5H6N2O at a distorted geometry.

Geometry as XYZ:
```
14
C5H6N2O (ωB97M-V/def2-TZVPD)
C 1.15519 0.47358 -0.04678
C 0.30311 -1.44813 -0.97454
C -0.67213 -0.78533 -0.32140
C -2.00965 -0.44785 0.27593
C -0.16478 0.41646 0.21598
H 3.01883 0.92488 0.58334
H 2.37902 1.97118 -0.57754
H 0.42015 -2.26360 -1.67285
H -2.86486 -0.44008 -0.40250
H -2.26348 -1.00512 1.17338
H -1.49162 0.97861 1.68716
N 2.18552 1.33958 0.20533
N -1.41799 0.89827 0.66919
O 1.42267 -0.61246 -0.81470
```

For the total energy, the calculation gives -378.7719 hartree. As for the total charge: 0. For the HOMO energy, the calculation gives -8.04 eV. The largest force on an atom comes out at 2.282 eV/A. The gap between HOMO and LUMO comes out at 9.014 eV. Its energy above the lowest of the compared OMol25 structures with the same formula, charge and spin is 2.696 eV.

natural (NBO) population analysis, charges in e, atoms 1 to 6:
1 C 0.375
2 C 0.068
3 C -0.141
4 C -0.215
5 C 0.027
6 H 0.381